Entry 1:
ORCA calculation (ωB97M-V/def2-TZVPD) on 2 unconnected molecules or ions with the total composition C3H7O3.

Results
HOMO-LUMO gap (eV): 8.6
E_LUMO (eV): 4.2
ΔE to the lowest compared entry with this formula, charge and spin (kJ/mol): 22.60
DFT total energy (eV): -9368.9241
Total charge: -1

Structure (XYZ):
```
13
Properties=species:S:1:pos:R:3:forces:R:3:lowdin_charge:R:1
O 0.98108 0.60438 -0.22163 0.217 0.118 -0.085 -0.076
C 0.24744 -0.40589 -0.15546 -0.159 -0.083 0.624 -0.747
O 0.21424 -1.38108 -0.92949 0.242 -0.248 -0.198 -0.074
C -0.75834 -0.46789 1.03520 -0.728 -0.489 -0.385 -0.204
C -1.19374 0.91078 1.48039 0.570 0.274 0.023 -0.147
H -1.61077 -1.04836 0.66697 -0.077 0.143 -0.114 0.087
H -0.39823 -1.10627 1.84949 0.437 0.319 0.034 0.094
H -1.93220 0.96612 2.27532 -0.211 -0.263 0.137 0.049
H -0.31117 1.45647 1.79327 0.193 0.173 0.216 0.056
H -1.54820 1.46866 0.62155 -0.301 0.087 -0.190 0.065
H 2.44311 0.25302 -3.20241 -0.098 -0.110 0.070 0.011
H 1.80340 -0.62581 -2.13484 -0.515 -0.174 -0.166 -0.006
O 2.06337 -0.62413 -3.07837 0.431 0.251 0.035 -0.107
```
Positions in Å, forces in eV/Å.

=====

Entry 2:
ORCA calculation (ωB97M-V/def2-TZVPD) on a molecular structure, C35H45N8OSSn at a distorted geometry.

Results
HOMO-LUMO gap (alpha / beta) (eV): 1.8 / 5.0
E_LUMO (alpha / beta) (eV): 2.3 / 2.3
DFT total energy (eV): -67656.1992
Total charge: -1

Structure (XYZ):
```
91
Properties=species:S:1:pos:R:3:forces:R:3:lowdin_charge:R:1
Sn -20.27120 0.20657 -9.41170 0.111 -0.797 -0.397 1.094
C -21.12720 3.27175 -4.59534 0.255 -0.267 1.017 -0.075
C -20.73931 2.27035 -3.50133 0.713 -0.372 -0.598 -0.195
C -21.19372 2.45635 -2.19187 0.176 -0.877 0.402 -0.057
C -20.83056 1.58226 -1.15366 0.224 0.010 -1.198 -0.084
C -19.96143 0.51299 -1.41417 -0.375 0.534 0.541 -0.100
C -19.47653 0.31040 -2.68701 -0.224 0.599 -0.945 -0.026
C -19.85467 1.17080 -3.74469 -0.529 0.272 1.092 -0.197
N -19.31166 0.88172 -5.01635 0.227 0.370 -0.559 0.134
C -20.03806 0.62103 -6.15395 0.106 -1.241 -0.645 -0.334
N -21.39259 0.55763 -5.99423 1.091 0.244 0.636 0.145
C -22.41734 0.54663 -6.96609 -1.322 -0.127 -0.664 -0.215
C -22.19140 0.58986 -8.36202 -0.683 0.085 0.921 -0.251
C -23.35580 0.61528 -9.15708 0.055 -0.093 0.814 -0.143
C -24.64747 0.55937 -8.63472 0.254 0.289 0.265 -0.100
C -24.84869 0.53268 -7.24916 0.937 -0.240 -0.372 -0.074
C -23.73234 0.49805 -6.40692 0.260 0.138 0.036 -0.210
C -23.96023 0.43609 -4.89485 -0.042 0.203 -0.603 -0.060
N -19.43021 0.24678 -7.27785 0.471 0.831 0.700 -0.036
C -17.99185 0.37653 -7.36348 0.712 0.235 0.797 -0.270
C -17.18661 -0.80014 -7.47997 -0.687 1.485 0.145 -0.017
C -15.80207 -0.69483 -7.46596 0.246 0.364 -0.046 -0.112
C -15.18954 0.56180 -7.37644 -0.758 0.339 0.332 -0.117
C -15.96538 1.73790 -7.28602 -0.163 -1.159 -0.031 -0.063
C -17.36816 1.67440 -7.28195 -0.687 -0.753 -0.417 -0.232
C -18.21083 2.95910 -7.36021 0.929 -0.744 0.578 -0.080
H -21.23181 4.23981 -4.10922 -0.104 0.111 -0.142 0.061
H -22.07032 3.03286 -5.08153 -0.058 -0.060 -0.075 0.064
H -20.35886 3.36608 -5.35310 0.046 -0.092 -0.148 0.047
H -21.86964 3.27184 -1.96514 0.054 0.072 -0.140 0.105
H -21.24528 1.72925 -0.17465 -0.009 0.046 0.320 0.090
H -19.67598 -0.13928 -0.59738 0.020 -0.065 -0.100 0.097
H -18.80874 -0.50832 -2.93969 -0.092 0.029 0.184 0.113
H -18.29529 0.80669 -5.12520 -0.701 -0.015 0.137 0.153
H -21.70769 0.67785 -5.02378 0.289 -0.092 -0.855 0.105
H -23.23592 0.68285 -10.22556 -0.003 -0.036 -0.372 0.074
H -25.49475 0.58336 -9.30745 -0.058 0.007 -0.010 0.088
H -25.84973 0.50864 -6.82452 0.161 -0.002 -0.070 0.097
H -25.03396 0.36345 -4.74212 -0.051 0.003 0.212 0.067
H -23.61778 1.34292 -4.37516 -0.005 -0.147 -0.069 0.067
H -23.49757 -0.43310 -4.41922 0.074 0.002 -0.067 0.081
H -17.66871 -1.75850 -7.58510 -0.182 -0.119 0.065 0.103
H -15.18355 -1.59701 -7.49764 -0.240 0.283 -0.090 0.100
H -14.11012 0.63015 -7.33260 0.053 0.026 -0.057 0.092
H -15.46781 2.69952 -7.23207 -0.085 0.011 -0.050 0.106
H -17.55791 3.71944 -7.76117 -0.017 0.357 -0.213 0.061
H -18.55811 3.30981 -6.38613 0.027 -0.159 0.036 0.053
H -19.05750 2.84375 -8.02314 -0.107 -0.147 -0.197 0.033
C -24.02706 2.07479 -13.99096 0.210 0.202 -0.441 -0.119
C -22.64580 2.74450 -14.03311 0.119 -0.031 0.509 -0.262
C -22.18161 2.99572 -12.62765 0.430 -0.166 0.784 -0.668
N -21.31494 2.23772 -12.04121 -0.047 0.451 0.573 -0.001
N -21.05959 2.58149 -10.69509 -0.700 0.571 -1.363 -0.107
C -21.76065 3.61377 -10.32715 -0.752 0.326 -0.137 -0.735
N -21.75977 4.12305 -9.06943 0.405 -0.719 -0.348 0.088
S -22.84203 4.25795 -11.58052 0.641 -0.355 0.254 0.699
H -24.37219 1.81933 -14.99486 -0.029 -0.003 0.014 0.063
H -24.75910 2.73955 -13.53502 -0.044 0.011 0.036 0.062
H -23.97685 1.16726 -13.39864 -0.002 -0.146 0.086 0.069
H -22.66427 3.68789 -14.58671 -0.092 -0.119 -0.040 0.099
H -21.87816 2.09702 -14.47613 -0.294 0.070 -0.029 0.104
H -21.02686 3.74743 -8.47707 -0.256 0.323 0.053 0.060
H -22.17520 5.02119 -8.84308 0.021 0.064 -0.090 -0.023
C -21.36922 -2.38930 -11.45186 -0.244 -0.848 1.121 -0.106
O -21.42797 -2.77559 -10.06078 -0.507 -0.252 -1.413 -0.225
C -20.77256 -2.01592 -9.15579 0.727 1.030 0.222 -0.473
C -20.96639 -2.58867 -7.80663 -0.047 0.135 0.013 -0.155
H -22.22053 -2.92783 -11.87644 0.219 0.175 -0.325 0.081
H -20.42774 -2.74901 -11.88165 -0.067 0.172 -0.065 0.080
H -21.48226 -1.31710 -11.61626 0.036 0.091 0.164 0.043
H -20.73969 -3.65149 -7.78999 0.077 -0.363 0.124 0.062
H -21.99754 -2.45611 -7.47377 -0.381 -0.063 0.152 0.068
H -20.33590 -2.05389 -7.10660 0.155 -0.082 0.278 0.032
N -17.52007 2.13569 -10.12494 2.598 -1.423 -1.671 0.184
C -16.66324 1.51107 -10.65998 -3.234 2.300 1.993 -0.289
N -15.78579 0.75991 -11.25713 1.229 -1.086 -0.936 -0.104
C -16.16221 0.04140 -12.50366 0.005 0.132 0.584 -0.125
C -15.18446 -1.11546 -12.73701 0.032 -0.057 0.746 -0.179
C -14.71016 -1.71802 -11.38831 0.554 0.785 -0.255 -0.169
C -13.85322 -0.66984 -10.60366 -0.187 -0.020 -0.850 -0.163
C -14.36747 0.76238 -10.85206 -0.402 0.077 -0.110 -0.138
H -16.16462 0.74040 -13.35199 -0.067 -0.142 0.114 0.120
H -17.17857 -0.34409 -12.35028 0.198 0.168 -0.080 0.126
H -14.33412 -0.77164 -13.31537 0.321 0.080 -0.070 0.102
H -15.67561 -1.87428 -13.33406 -0.138 -0.160 -0.139 0.103
H -14.09871 -2.61018 -11.56595 -0.221 0.077 0.053 0.103
H -15.58393 -1.99777 -10.80879 -0.128 -0.089 0.157 0.105
H -12.81993 -0.70022 -10.97631 -0.143 -0.128 0.129 0.104
H -13.82425 -0.87506 -9.53938 -0.126 -0.181 0.117 0.075
H -13.75819 1.25410 -11.62524 -0.193 -0.064 0.031 0.118
H -14.29923 1.37735 -9.95389 0.017 -0.088 -0.044 0.107
```
Positions in Å, forces in eV/Å.

=====

Entry 3:
ORCA calculation (ωB97M-V/def2-TZVPD) on a molecular structure, C8H10Si at a distorted geometry.

Results
HOMO-LUMO gap (eV): 9.0
E_LUMO (eV): 0.8
ΔE to the lowest compared entry with this formula, charge and spin (kJ/mol): 313.33
DFT total energy (eV): -16331.5338

Structure (XYZ):
```
19
Properties=species:S:1:pos:R:3:forces:R:3:lowdin_charge:R:1
C -1.84056 -1.07692 -0.26655 6.734 -0.444 -0.266 -0.208
C -1.27487 1.05045 -0.95506 -0.833 3.053 -2.151 -0.178
C -1.26756 0.60727 1.43513 -0.998 -0.106 1.089 -0.159
C -0.69738 -1.74378 -0.57785 -0.829 3.786 1.945 0.016
C 0.02567 1.03329 -1.26556 0.292 -0.152 1.163 -0.176
C 0.02906 0.53318 1.56713 2.900 -0.140 0.597 -0.173
C -1.96615 0.34878 0.15303 1.428 0.577 0.194 -0.349
C 2.80365 -0.36794 0.00805 -0.619 0.747 0.332 -0.204
Si 0.96080 0.04534 0.02544 -2.220 -1.951 -1.597 0.812
H -2.73926 -1.41084 -0.27829 -5.634 -3.211 -0.555 0.028
H -1.86972 1.74667 -1.62891 0.233 -1.123 0.931 0.129
H -1.88155 0.74580 2.32357 -0.099 0.230 -0.157 0.114
H -0.85416 -2.75574 -0.84916 0.595 -1.039 -0.247 0.003
H 0.34338 1.65792 -2.08650 0.236 -0.158 -0.086 0.053
H 0.54780 0.70555 2.53357 -0.604 -0.235 -0.598 0.072
H -3.00295 0.54291 0.31875 -0.641 0.619 -0.533 0.130
H 3.04876 -0.61679 1.07453 0.376 0.385 -1.143 0.042
H 3.02943 -1.17647 -0.66662 -0.208 -0.700 0.076 0.013
H 3.35081 0.46818 -0.47704 -0.109 -0.135 1.005 0.034
```
Positions in Å, forces in eV/Å.